The following is a DFT calculation (ωB97M-V/def2-TZVPD) of a molecular structure, C44H49Cl3N8O6SSiSr in a non-equilibrium geometry.

Geometry as XYZ:
```
113
Properties=species:S:1:pos:R:3
Sr -0.18 -0.69 0.01
O 2.11 2.40 2.73
C 1.10 2.95 3.43
C 1.42 3.98 4.31
C 0.42 4.61 5.04
C -0.90 4.21 4.91
C -1.21 3.17 4.04
C -0.24 2.52 3.29
C -0.57 1.38 2.34
O 0.45 0.74 1.84
N -1.84 1.20 2.10
N -2.10 0.25 1.07
C -3.33 -0.03 0.88
C -3.89 -0.94 -0.16
C -5.28 -1.08 -0.16
C -5.96 -1.88 -1.06
C -5.20 -2.59 -2.00
C -3.82 -2.48 -2.04
C -3.11 -1.64 -1.14
O -1.82 -1.54 -1.22
H 1.69 1.69 2.17
H 2.46 4.28 4.41
H 0.68 5.43 5.71
H -1.69 4.70 5.47
H -2.24 2.82 3.92
H -4.06 0.44 1.55
H -5.84 -0.52 0.59
H -7.04 -1.97 -1.03
H -5.69 -3.24 -2.72
H -3.23 -3.05 -2.74
C -3.68 -0.19 -6.66
Si -2.15 -0.02 -5.58
C -1.54 -1.73 -5.27
C -0.95 0.92 -6.64
C -2.72 0.78 -4.00
C -4.06 0.79 -3.66
C -4.49 1.32 -2.45
C -3.53 1.88 -1.64
N -2.22 1.91 -1.92
C -1.78 1.31 -3.05
S -0.05 1.10 -3.29
H -3.40 -0.62 -7.63
H -4.16 0.78 -6.85
H -4.42 -0.86 -6.20
H -1.08 -2.17 -6.18
H -2.37 -2.36 -4.97
H -0.80 -1.73 -4.47
H -1.10 0.64 -7.70
H 0.08 0.70 -6.34
H -1.09 2.01 -6.53
H -4.80 0.38 -4.35
H -5.53 1.29 -2.14
H -3.81 2.35 -0.70
Cl -2.20 -7.59 -1.51
C -1.39 -6.13 -0.92
C -2.00 -5.35 0.05
C -1.35 -4.23 0.52
Cl -2.11 -3.24 1.75
C -0.07 -3.80 0.05
O 0.54 -2.76 0.51
C 0.47 -4.65 -0.94
Cl 2.06 -4.22 -1.61
C -0.16 -5.78 -1.42
H -2.98 -5.61 0.44
H 0.32 -6.38 -2.19
C 3.80 -1.75 0.90
N 4.06 -1.22 -0.43
C 5.39 -1.44 -0.99
C 3.05 -0.68 -1.15
C 3.26 -0.28 -2.58
O 1.95 -0.49 -0.64
H 4.06 -2.81 0.94
H 2.74 -1.66 1.13
H 4.38 -1.21 1.65
H 6.05 -1.69 -0.16
H 5.78 -0.55 -1.48
H 5.41 -2.28 -1.70
H 4.18 -0.64 -3.03
H 3.22 0.81 -2.63
H 2.39 -0.64 -3.15
N 0.15 -1.91 3.91
C 1.26 -1.63 4.06
N 2.57 -1.31 4.23
C 2.82 0.06 4.76
C 2.44 0.15 6.23
C 3.17 -0.92 7.05
C 2.98 -2.32 6.45
C 3.34 -2.33 4.97
H 2.28 0.77 4.14
H 3.88 0.25 4.62
H 1.36 0.01 6.32
H 2.67 1.15 6.60
H 2.81 -0.91 8.08
H 4.24 -0.69 7.08
H 1.93 -2.62 6.55
H 3.58 -3.06 6.99
H 3.17 -3.30 4.51
H 4.40 -2.07 4.85
N -1.23 4.60 -2.18
C -0.05 5.27 -2.08
O 0.10 6.43 -2.45
C 1.08 4.49 -1.46
C 2.36 5.02 -1.43
C 3.38 4.27 -0.85
C 3.05 3.02 -0.33
N 1.82 2.52 -0.35
C 0.86 3.25 -0.90
H -1.99 5.09 -2.63
H -1.31 3.61 -2.02
H 2.53 6.00 -1.87
H 4.39 4.63 -0.81
H 3.81 2.40 0.15
H -0.13 2.81 -0.90
```

Calculated values
**Frontier orbital gap**: 0.2144 Ha
**Energy relative to the best compared isomer or geometry (same formula, charge and spin)**: 32.5 kcal/mol
**Highest occupied orbital energy**: -2.0641 eV
**Charge**: -2